{
  "formula": "C6H9N3O2",
  "method": "wB97M-V/def2-TZVPD",
  "fmax_ev_per_a": 3.686,
  "smiles": "N[C@@H](Cc1c[nH]cn1)C(=O)O",
  "homo_ev": -9.694,
  "e_tot_ev": -14932.385,
  "symbols": ["C", "C", "C", "C", "C", "C", "H", "H", "H", "H", "H", "H", "H", "H", "H", "N", "N", "N", "O", "O"],
  "xyz": [[-1.509486, -0.610142, -0.973062], [-1.899241, 0.278582, 0.154994], [-0.115036, -1.265846, -0.543151], [0.881740, -0.365318, 0.204914], [1.847712, 0.444793, -0.268494], [1.867870, 0.507438, 1.989356], [-0.689470, 0.674660, -2.148514], [-2.179445, 0.888107, -2.219455], [-2.355748, -1.393897, -0.941527], [-0.343402, -2.169764, 0.010706], [0.345074, -1.518467, -1.482846], [2.103235, 0.558177, -1.344542], [2.167661, 0.851716, 2.960538], [3.243724, 1.549835, 1.132490], [-0.918936, -0.299612, 1.583994], [-1.537784, 0.137342, -2.235139], [0.913140, -0.288843, 1.596957], [2.389257, 1.057080, 0.922325], [-2.362332, 1.381812, 0.230289], [-1.848532, -0.417654, 1.370165]],
  "atomic_forces_ev_per_a": [[-1.14, -0.04, 0.48], [-1.83, -0.03, 3.20], [-0.45, 1.09, -0.73], [-0.46, -0.33, 1.21], [0.80, 0.94, 0.12], [-2.15, -0.60, -1.01], [0.75, 0.22, -0.62], [-1.53, 0.55, 0.38], [1.50, 0.83, -0.24], [0.22, 0.06, 0.15], [0.30, -0.42, -0.39], [0.30, 0.51, 1.36], [-0.24, -0.37, 0.40], [0.18, 0.36, -1.33], [0.90, -0.52, 1.27], [2.04, -1.31, 0.16], [-1.56, -1.64, 1.03], [2.18, 0.51, -2.59], [0.46, 0.10, -1.75], [-0.29, 0.10, -1.10]],
  "nbo_charge": [-0.15, 0.76, -0.43, 0.09, -0.12, 0.21, 0.34, 0.38, 0.23, 0.25, 0.23, 0.24, 0.21, 0.41, 0.50, -0.81, -0.53, -0.51, -0.55, -0.76]
}